# 1
{
  "formula": "C13H27ClN4O5Si",
  "method": "the ωB97M-V functional and the def2-TZVPD basis",
  "species": ["H", "C", "C", "H", "H", "O", "H", "H", "H", "H", "C", "C", "H", "N", "H", "H", "C", "H", "H", "H", "C", "C", "C", "Cl", "H", "N", "H", "C", "N", "H", "N", "H", "H", "O", "O", "C", "H", "O", "H", "O", "H", "H", "H", "H", "C", "C", "H", "Si", "H", "H", "C"],
  "positions_angstrom": [[6.501721, -4.802965, 1.272000], [-3.464102, -2.813414, -0.713943], [-4.594545, 4.756854, -0.481502], [8.023597, -2.554759, 1.114226], [2.830732, 0.473159, -0.483634], [5.075108, -3.704376, 0.250964], [2.550995, -2.011677, 0.245914], [-6.380719, 3.774274, -1.079380], [-5.404422, 3.067324, -3.189659], [-2.570581, -2.728344, -1.473255], [-4.726268, 3.506584, -2.453243], [-3.531225, -1.696051, 0.613180], [-4.556572, -1.712838, 1.335875], [1.401515, -0.573484, 2.316724], [1.149552, -1.554705, 2.567083], [-3.703830, 1.120224, 0.673634], [-1.961169, -1.432283, 1.416913], [2.576139, 1.423054, 0.911901], [0.881694, -2.321049, 0.353887], [-5.090390, 2.665101, -0.494697], [1.435615, -0.330099, 0.824144], [-5.306024, 3.572844, -1.062955], [0.198912, 0.570052, 0.235313], [-1.230148, 1.205427, 3.219077], [-2.158675, -1.681338, 2.564409], [1.586111, -1.630519, 0.007727], [6.304348, -1.035246, 0.313304], [6.205387, -3.761010, 1.119895], [-2.724550, 1.452923, 0.426635], [-4.484321, -3.290027, -1.106533], [2.744328, 0.442596, 0.555853], [-2.561178, 2.414987, 0.795913], [-3.807466, 2.907723, -2.439753], [-4.540533, 5.037300, 0.704504], [-3.629320, -1.183778, -0.860528], [5.192496, -2.617248, -0.566693], [-5.245370, 5.499216, -3.146346], [4.339003, -2.258832, -1.361216], [-3.548164, 5.040060, -3.430587], [-4.043477, 5.511643, -1.476895], [6.976861, -1.629377, -1.246120], [0.515190, 1.695292, 0.182312], [2.367218, -0.369428, 2.677545], [5.925677, -3.327044, 2.085608], [6.490926, -1.914118, -0.310063], [-4.391492, 4.946912, -2.740122], [0.020754, 0.214548, -0.879718], [-1.460925, 0.414317, 1.198241], [-1.264421, -2.207679, 0.884292], [7.805259, -3.604079, -0.296219], [7.280747, -2.966648, 0.425987]],
  "forces_ev_per_angstrom": [[-0.297, 0.124, -0.043], [-1.330, 4.990, -0.638], [-0.123, 0.636, 2.065], [-0.114, -0.133, -0.045], [-0.067, 0.173, 1.104], [-0.353, 0.388, -0.616], [-1.690, 0.560, -0.436], [0.062, -0.026, 0.164], [0.128, 0.108, 0.042], [-1.316, -1.532, 2.243], [0.006, -0.790, -0.550], [1.298, -1.667, -3.071], [2.919, 0.130, -2.424], [0.777, 0.043, -0.720], [0.380, 1.185, -0.535], [1.708, 0.803, -0.380], [-2.852, -1.302, -0.520], [0.338, -1.406, -0.737], [0.864, 0.775, -0.364], [-0.243, 0.302, 0.100], [1.105, -0.139, -0.694], [0.089, -0.491, -0.211], [0.347, -0.324, -0.700], [-0.174, -0.424, -1.203], [0.629, 0.381, -2.567], [0.291, 0.781, 1.668], [-0.084, 0.020, -0.178], [0.250, -0.419, 0.612], [0.089, -0.879, 1.448], [2.492, 0.910, 1.133], [-1.730, 0.005, 0.046], [-0.605, -0.912, -0.348], [-0.163, 0.076, -0.002], [0.297, -0.096, -1.998], [-0.593, -2.520, 4.494], [-1.560, 0.891, -1.325], [0.062, -0.002, 0.039], [1.161, -1.083, 1.415], [-0.093, 0.197, 0.235], [-0.050, -0.136, 0.829], [-0.345, 0.220, 0.143], [-0.568, -2.058, 0.195], [-1.369, -0.476, -0.495], [0.000, -0.031, -0.071], [0.526, -0.036, -0.112], [0.067, 0.152, -0.727], [0.304, 0.744, 2.229], [-0.089, 0.632, 0.026], [-1.258, 1.566, 1.240], [-0.062, 0.074, 0.157], [0.937, 0.014, 0.086]],
  "mulliken_charge": [0.30, -0.56, 0.53, 0.32, 0.29, -0.36, 0.05, 0.31, 0.34, 0.29, -0.44, -0.11, 0.26, -0.49, 0.24, 0.23, -0.32, 0.27, 0.25, 0.02, 0.49, -0.15, -0.67, -0.38, 0.34, -0.55, 0.24, -0.40, -0.28, 0.26, -0.76, 0.19, 0.20, -0.61, -0.34, 0.63, 0.25, -0.58, 0.33, -0.36, 0.30, 0.32, 0.28, 0.27, -0.46, -0.43, 0.34, 0.24, 0.09, 0.26, -0.48],
  "e_tot_ev": -50514.369,
  "spin_multiplicity": 1,
  "orbital_gap_ev": 9.5,
  "lumo_ev": 0.638,
  "smiles": "NC(N)(N)C[Si@](N)(Cl)C[C@@H]1CO1.O=C1CCCO1.O=C1CCCO1"
}


# 2
{
  "formula": "C4H16NO3",
  "method": "the ωB97M-V functional and the def2-TZVPD basis",
  "species": ["N", "O", "H", "H", "H", "C", "H", "H", "H", "H", "C", "H", "O", "H", "H", "C", "H", "H", "H", "O", "H", "C", "H", "H"],
  "positions_angstrom": [[0.025272, -0.785262, 0.137290], [-1.603668, 2.037462, 2.068081], [2.052602, -1.009134, 0.735159], [-2.304508, -1.738068, -0.741901], [-1.165182, 2.890468, 2.092844], [-0.422946, 1.060292, -1.625761], [3.826847, -1.211879, 3.242712], [-0.872550, 0.905904, -2.598410], [-1.563286, -1.550844, -3.291722], [0.652187, 1.099304, -1.745705], [-1.910422, -0.965875, -1.394516], [-2.022246, 1.860656, 2.915838], [-1.161239, -1.614941, -2.421043], [-0.376464, -0.929502, 1.061291], [4.533983, -0.234856, 2.349156], [-0.994926, 0.001456, -0.687427], [-2.708012, -0.357265, -1.826953], [-0.705117, 2.055702, -1.291763], [1.269903, 0.620135, 1.033566], [3.744877, -0.792170, 2.376992], [-1.583463, 0.494886, 0.076430], [1.390939, -0.225517, 0.367652], [1.811250, 0.114418, -0.565010], [0.086164, -1.725361, -0.266810]],
  "forces_ev_per_angstrom": [[0.087, -0.652, -0.256], [0.097, -0.622, -0.488], [-0.237, 0.215, 0.422], [-0.301, 0.029, 0.293], [-0.141, 0.122, 0.365], [-0.211, 0.198, 0.027], [-0.151, -0.089, -0.108], [0.167, 0.063, -0.265], [-0.159, 0.030, 0.146], [0.061, -0.330, -0.092], [0.435, -0.023, -1.220], [0.108, 0.388, 0.058], [0.258, -0.118, 0.300], [-0.164, 0.011, 0.014], [-0.122, -0.032, -0.189], [-0.102, 0.568, 0.708], [-0.192, -0.219, 0.238], [-0.108, 0.003, 0.119], [0.259, -0.063, 0.237], [0.277, 0.117, 0.302], [-0.118, 0.240, 0.160], [0.033, -0.045, -0.358], [-0.033, 0.031, -0.235], [0.257, 0.177, -0.179]],
  "mulliken_charge": [-0.16, -0.60, 0.40, 0.40, 0.30, -1.23, 0.31, 0.35, 0.33, 0.34, -1.06, 0.30, -0.53, 0.41, 0.31, 0.68, 0.47, 0.32, 0.34, -0.60, 0.11, -0.97, 0.35, 0.43],
  "e_tot_ev": -12033.622,
  "spin_multiplicity": 1,
  "orbital_gap_ev": 11.7,
  "lumo_ev": -2.802,
  "charge": 1
}


# 3
{
  "formula": "C4H8O2",
  "method": "the ωB97M-V functional and the def2-TZVPD basis",
  "species": ["H", "C", "C", "O", "C", "O", "H", "H", "H", "H", "H", "H", "H", "C"],
  "positions_angstrom": [[2.811808, -0.449096, -2.798607], [2.348014, -0.485513, -1.818235], [1.795142, 0.737048, -1.412223], [0.901164, 0.831072, -0.507788], [-1.198072, -0.593405, 1.321954], [-1.169756, -0.673841, 0.102766], [-2.778820, 0.843663, 1.508157], [2.179836, 1.669259, -1.811935], [2.393523, -1.409229, -1.264808], [-2.832055, -0.518667, 2.626962], [0.104290, 0.249261, -0.684992], [-1.655438, 0.791925, 2.866416], [-0.504884, -1.256071, 1.872170], [-2.164737, 0.187309, 2.121021]],
  "forces_ev_per_angstrom": [[0.245, -0.230, 0.104], [0.296, 0.408, -1.274], [0.241, -0.623, 0.466], [-0.809, 0.934, -0.837], [-0.098, -0.979, -0.310], [0.224, 0.731, 0.056], [0.053, -0.071, -0.166], [0.266, 0.167, 0.085], [-0.408, -0.016, 0.287], [0.176, 0.020, 0.143], [0.049, -0.789, 1.273], [0.115, -0.131, 0.254], [0.025, 0.262, 0.216], [-0.377, 0.317, -0.297]],
  "mulliken_charge": [0.29, -0.46, 0.26, -0.27, 0.32, -0.64, 0.30, 0.40, 0.34, 0.32, 0.44, 0.33, 0.35, -0.99],
  "e_tot_ev": -8362.341,
  "spin_multiplicity": 2,
  "orbital_gap_ev": [9.1, 5.8],
  "lumo_ev": [-5.078, -8.327],
  "s_squared": 0.756,
  "charge": 1
}


# 4
{
  "formula": "C16H10ClF5Ti",
  "method": "the ωB97M-V functional and the def2-TZVPD basis",
  "species": ["Cl", "C", "H", "C", "F", "F", "H", "C", "C", "Ti", "C", "C", "F", "C", "C", "C", "C", "H", "H", "C", "H", "H", "C", "H", "C", "C", "C", "H", "F", "H", "C", "H", "F"],
  "positions_angstrom": [[2.357686, 1.360807, 0.564348], [-2.380089, 0.961543, 3.395635], [3.261634, 1.354117, -2.712725], [1.133047, 1.935533, -2.328069], [-4.411869, 1.910125, 2.631143], [-0.382272, -0.093720, 4.168053], [2.746718, -1.465183, 1.886283], [1.643749, -0.054705, -3.373727], [0.227858, 0.040387, -3.282769], [0.755378, -0.122294, 0.201976], [2.203095, 1.117226, -2.784206], [-2.728302, 1.402510, 1.031293], [-1.096982, 0.598643, -0.508232], [1.921218, -1.681786, 1.205854], [-3.185427, 1.434466, 2.350969], [-1.483937, 0.841123, 0.847819], [-0.087284, 1.274587, -2.645973], [0.520258, -2.628873, -1.699940], [-1.159717, -2.768401, 0.406190], [-0.162435, -2.340636, 0.410462], [2.202197, -0.864985, -3.840988], [2.955365, -1.833582, -0.811616], [2.037681, -1.899575, -0.216300], [1.227527, 2.891891, -1.823725], [-0.621360, 0.406916, 1.829458], [0.558888, -1.919445, 1.578539], [0.744249, -2.296787, -0.695722], [-0.491476, -0.695942, -3.638451], [-2.902832, 0.939390, 4.639251], [0.159074, -1.854171, 2.587470], [-1.100965, 0.448174, 3.143050], [-1.081534, 1.669756, -2.483522], [-3.379151, 1.932907, -0.031828]],
  "forces_ev_per_angstrom": [[2.041, 1.944, 0.900], [0.489, -0.465, -0.563], [-0.161, -0.108, 0.137], [-0.219, -0.587, -0.671], [-0.466, 0.199, 0.131], [-0.141, 0.387, 0.095], [-0.424, 0.237, -0.273], [-0.144, 0.637, 0.122], [0.288, 0.499, 0.020], [-1.172, -0.667, -1.317], [-0.644, -0.261, -0.346], [0.724, -0.101, -0.136], [-1.317, 0.619, 1.645], [-0.112, -1.559, 0.106], [0.566, 0.032, -0.090], [-0.199, -0.178, 0.405], [0.908, 0.003, -0.834], [-0.016, 0.311, -0.004], [-0.058, 0.521, -0.097], [1.362, 0.024, 0.333], [-0.074, 0.070, 0.169], [-0.518, 0.139, 0.295], [0.008, -0.646, 0.589], [0.001, -0.177, -0.020], [-0.761, 0.813, 0.204], [0.821, -1.694, -0.358], [0.234, -0.279, 0.620], [0.111, 0.098, 0.079], [-0.214, 0.111, 0.327], [0.184, -0.063, -0.380], [-0.664, 0.327, -1.718], [0.076, -0.054, 0.011], [-0.508, -0.133, 0.620]],
  "mulliken_charge": [-0.63, 0.00, 0.34, -0.85, -0.35, -0.36, 0.40, -0.56, -0.70, -0.19, -0.35, -0.17, -0.13, -0.37, 0.53, 1.02, -0.32, 0.47, 0.43, -0.66, 0.39, 0.35, -0.54, 0.36, -0.48, -0.67, -0.33, 0.42, -0.34, 0.69, 0.46, 0.46, -0.32],
  "e_tot_ev": -65976.802,
  "spin_multiplicity": 3,
  "orbital_gap_ev": [3.7, 5.0],
  "lumo_ev": [5.044, 5.006],
  "s_squared": 2.009,
  "charge": -2
}